Entry 1:
{
  "formula": "C11H13BrCl18P",
  "method": "the ωB97M-V functional and the def2-TZVPD basis",
  "fmax_ev_per_a": 1.3,
  "mol_weight_g_mol": 894.3,
  "e_homo_ev": -2.86,
  "energy_ha": -11625.712743,
  "charge": -1,
  "elements": ["C", "H", "P", "H", "C", "C", "Cl", "C", "C", "C", "Br", "H", "Cl", "H", "Cl", "Cl", "H", "Cl", "Cl", "H", "Cl", "H", "C", "H", "Cl", "C", "Cl", "H", "H", "Cl", "Cl", "C", "H", "H", "H", "Cl", "C", "C", "Cl", "Cl", "Cl", "Cl", "Cl", "Cl"],
  "xyz": [[9.821, -3.462, -0.030], [-0.671, 0.725, -1.329], [-2.851, -0.249, -1.144], [-5.445, 4.235, -0.278], [-3.280, -1.177, 0.411], [-0.968, 0.909, 0.760], [1.987, -0.429, -2.562], [-4.568, 2.396, 0.378], [1.856, -1.644, -1.289], [-1.490, 0.964, -0.667], [-3.834, 2.073, -2.825], [-4.232, -0.902, 0.832], [7.476, -2.591, -5.133], [-3.363, -2.206, 0.095], [11.409, -3.390, 0.741], [-6.756, 1.910, -1.274], [-2.486, -1.137, 1.141], [5.402, -1.070, -3.827], [9.259, -5.136, -0.064], [-0.700, -0.089, 1.077], [2.508, -0.980, 0.216], [-3.625, 2.712, -0.031], [-5.366, 3.650, 0.624], [-0.062, 1.502, 0.826], [9.933, -2.852, -1.679], [-5.204, 1.259, -0.482], [-0.610, 2.092, 6.744], [-6.320, 3.439, 1.074], [-1.774, 1.982, -0.890], [6.523, -3.385, -2.534], [-4.305, 1.721, 2.056], [6.053, -2.686, -4.083], [-1.678, 1.363, 1.438], [-4.801, 4.240, 1.337], [-5.615, 0.510, 0.164], [0.323, 0.728, 4.380], [-4.401, 0.612, -1.583], [-0.985, 1.704, 5.053], [-1.147, 3.202, 4.148], [2.800, -3.073, -1.751], [8.676, -2.479, 0.882], [-2.493, 0.795, 4.993], [4.831, -3.704, -4.846], [0.171, -2.083, -1.067]],
  "forces_ev_per_angstrom": [[-0.04, 0.02, -0.01], [0.27, -0.06, -0.40], [-0.14, -0.03, -0.89], [-0.32, 0.05, -0.40], [-0.07, -0.05, -0.65], [0.16, 0.56, -0.31], [-0.02, 0.05, -0.04], [-1.05, -0.10, 0.14], [-0.10, -0.05, 0.06], [-0.11, -0.35, 0.84], [0.03, -0.12, -0.10], [-0.16, 0.24, 0.38], [0.06, 0.00, -0.03], [-0.07, -0.46, -0.04], [0.03, 0.00, 0.02], [-0.28, 0.01, 0.20], [0.10, 0.19, 0.34], [0.00, 0.01, 0.00], [-0.02, -0.05, 0.00], [-0.05, -0.35, 0.21], [0.04, 0.02, 0.05], [0.55, -0.41, -0.02], [0.46, 0.28, 0.28], [0.39, 0.20, 0.11], [0.10, 0.04, -0.05], [0.48, 0.58, -1.09], [0.04, -0.01, 0.08], [-0.47, -0.04, -0.11], [-0.23, 0.26, -0.22], [-0.05, -0.06, 0.06], [0.34, -0.13, -0.06], [-0.04, 0.03, 0.02], [-0.23, -0.20, 0.37], [0.13, 0.27, 0.19], [0.04, -0.43, 0.38], [0.01, 0.00, -0.05], [0.23, 0.11, 0.92], [-0.06, -0.04, 0.07], [-0.02, 0.02, -0.11], [0.05, -0.04, 0.00], [-0.03, 0.02, 0.02], [0.02, 0.00, -0.04], [-0.01, -0.02, -0.03], [0.02, 0.02, -0.09]],
  "mulliken_charge": [0.34, 0.21, 0.24, 0.40, -0.96, -0.82, -0.12, 1.06, 0.30, -0.53, -0.33, 0.33, -0.12, 0.33, -0.11, -0.24, 0.24, -0.05, -0.10, 0.23, -0.12, -0.03, -1.90, 0.42, -0.06, -0.30, -0.13, 0.43, 0.49, -0.03, -0.19, 0.30, 0.06, 0.50, 0.57, -0.10, -1.06, 0.34, -0.09, -0.09, -0.08, -0.08, -0.09, -0.05]
}

Entry 2:
{
  "formula": "C11H13ClO2S",
  "method": "the ωB97M-V functional and the def2-TZVPD basis",
  "fmax_ev_per_a": 4.2,
  "mol_weight_g_mol": 244.7,
  "e_homo_ev": -8.76,
  "de_lowest_kj_mol": 0.00,
  "energy_ha": -1435.695796,
  "elements": ["O", "C", "H", "H", "C", "C", "C", "C", "H", "H", "O", "H", "C", "Cl", "H", "H", "H", "C", "S", "C", "H", "H", "H", "C", "C", "C", "H", "H"],
  "xyz": [[-1.898, 1.863, -0.183], [0.499, 1.517, 1.585], [-2.651, -0.102, 0.834], [-2.928, -2.876, -0.786], [2.874, 1.741, 2.055], [-2.243, -1.096, 0.342], [2.001, 1.608, -0.286], [-3.279, -1.827, -0.582], [4.024, 2.045, 0.144], [1.149, 1.475, 3.513], [-1.722, -1.847, 1.367], [2.308, 1.843, -1.261], [-0.207, -1.351, -1.399], [4.146, 2.046, 3.199], [-1.217, -2.560, 1.010], [-4.173, -1.884, -0.045], [1.484, -0.193, -1.992], [0.872, -1.043, -2.384], [-0.745, 1.357, -0.905], [0.670, 1.543, 0.211], [-3.466, -1.253, -1.502], [0.392, -0.848, -3.328], [1.515, -1.903, -2.608], [-0.945, -0.510, -0.736], [1.555, 1.523, 2.474], [3.076, 1.738, 0.628], [-0.633, -2.414, -1.354], [-0.456, 1.406, 1.990]],
  "forces_ev_per_angstrom": [[-1.57, 1.05, 0.77], [0.91, -0.53, -1.22], [0.61, -2.14, -1.24], [-0.26, 1.01, -0.08], [-0.85, -0.46, -1.84], [0.82, 3.51, -2.25], [-0.21, 0.77, 3.00], [2.18, 0.13, 0.11], [-0.37, -0.52, 0.85], [1.38, 0.08, -0.62], [-0.38, 0.38, 0.68], [-0.29, -0.20, -1.55], [-0.81, -2.50, -0.72], [-0.25, -0.19, -0.43], [0.57, -0.89, -0.39], [-1.55, -0.29, 0.83], [-0.42, -0.71, -0.80], [0.67, -0.02, 0.62], [1.23, -1.86, -0.08], [1.55, -0.53, -0.59], [0.25, -0.34, 0.28], [-0.05, 0.65, -0.49], [0.00, 0.18, 0.46], [-2.14, 0.92, 2.56], [-0.33, 0.67, 1.20], [-0.23, 0.71, 0.57], [1.07, 1.17, -0.05], [-1.52, -0.06, 0.41]],
  "mulliken_charge": [-0.63, -0.36, 0.34, 0.29, 0.14, -0.02, -0.58, -1.18, 0.31, 0.30, -0.52, 0.58, -0.10, -0.20, 0.42, 0.39, 0.15, -1.13, 0.37, 0.36, 0.30, 0.29, 0.37, 0.47, -0.47, -0.47, 0.13, 0.46]
}

Entry 3:
{
  "formula": "C11H13FSi",
  "method": "the ωB97M-V functional and the def2-TZVPD basis",
  "fmax_ev_per_a": 3.6,
  "mol_weight_g_mol": 192.3,
  "e_homo_ev": -8.63,
  "de_lowest_kj_mol": 0.00,
  "energy_ha": -816.304454,
  "smiles": "CC#Cc1ccccc1[Si](C)(C)F",
  "elements": ["H", "H", "C", "H", "H", "C", "C", "H", "C", "H", "F", "H", "H", "H", "Si", "H", "C", "C", "H", "C", "C", "C", "C", "C", "H", "H"],
  "xyz": [[-3.223, -0.394, -1.028], [1.707, 1.443, -1.636], [-0.746, -2.408, -1.603], [-2.242, 3.030, 1.631], [3.298, 1.768, -0.839], [2.228, 1.545, -0.701], [-2.447, 0.341, -0.466], [-3.759, 1.998, 0.031], [-0.459, -3.640, -2.358], [-0.216, -3.397, -3.377], [2.143, -1.253, -0.045], [2.225, 1.151, 2.787], [1.662, -0.509, 2.932], [0.356, -4.087, -1.690], [1.574, 0.236, 0.543], [1.957, 2.561, -0.209], [2.256, 0.174, 2.275], [-0.286, 0.503, 0.507], [-0.139, 1.927, 2.052], [-0.741, 1.602, 1.214], [-2.883, 1.441, 0.282], [-2.018, 2.106, 1.112], [-1.164, -0.197, -0.353], [-0.895, -1.354, -1.065], [3.192, -0.305, 2.365], [-1.379, -4.285, -2.362]],
  "forces_ev_per_angstrom": [[1.74, 2.35, 1.04], [-0.18, 0.09, -0.44], [-0.01, -0.61, -1.17], [-0.39, -0.19, 0.04], [-0.19, -0.98, -0.12], [0.13, 1.74, 2.39], [-2.64, -2.38, -0.45], [-1.04, -0.48, 0.00], [-0.46, -0.33, 2.40], [0.58, -0.15, -0.27], [-1.07, 1.58, 0.49], [0.33, -0.33, -0.18], [-0.19, 0.55, -0.69], [-0.86, -0.04, -1.69], [1.52, -1.43, -1.18], [-0.28, -1.42, -0.86], [-1.80, 0.32, 1.05], [0.76, -0.92, -0.63], [0.45, 0.60, -0.28], [0.40, -0.61, 1.19], [0.39, 0.58, -1.36], [0.59, -0.02, -0.04], [-0.85, 2.58, 1.19], [0.57, -0.88, -0.16], [1.49, 0.02, -0.34], [0.99, 0.38, 0.07]],
  "mulliken_charge": [0.22, 0.31, 0.11, 0.39, 0.37, -1.07, -0.48, 0.35, -1.03, 0.30, -0.37, 0.34, 0.32, 0.27, 0.55, 0.30, -1.10, 0.57, 0.31, -0.62, -0.63, -0.48, 0.98, -0.56, 0.37, 0.27]
}